ORCA calculation (ωB97M-V/def2-TZVPD) on a structure of composition C24H53CoN11.

Computed properties:
Highest occupied orbital energy (alpha / beta)   -12.22 / -12.22 eV
LUMO (alpha / beta)   -4.2 / -5.2 eV
E_tot   -79751.553 eV
Charge   +2
Strongest force on any atom   1.6 eV Å⁻¹
2S+1   4

Positions of all 89 atoms, in Å:
Co (0.152413, 0.685874, 0.130430)
C (4.488248, -0.419159, 0.558761)
N (4.197895, 0.072871, -0.774231)
C (5.339806, 0.106545, -1.675569)
C (2.960266, 0.473083, -1.134651)
N (2.112615, 1.065315, -0.290314)
C (2.662032, 2.056577, 0.646213)
C (1.846461, 2.136021, 1.926842)
N (0.403495, 2.178835, 1.634179)
C (-0.431250, 1.784273, 2.777808)
C (-1.608312, 0.941427, 2.294855)
N (-1.073766, -0.218907, 1.572115)
C (-1.542359, -1.403487, 1.912137)
N (-0.851337, -2.587404, 1.747624)
C (0.578832, -2.701803, 1.810610)
C (-1.551470, -3.809154, 1.368539)
N (-2.745201, -1.565953, 2.506558)
C (-2.975462, -2.545169, 3.562092)
C (-3.911280, -0.764208, 2.168154)
C (-0.046592, 3.449417, 1.022011)
C (-0.203229, 3.323874, -0.493837)
N (-0.958481, 2.111440, -0.812135)
C (-1.995716, 2.143669, -1.612284)
N (-2.560782, 3.312967, -2.051459)
C (-2.899698, 3.525968, -3.450975)
C (-3.073975, 4.314764, -1.131458)
N (-2.530374, 0.991774, -2.101165)
C (-3.949911, 0.885078, -2.417777)
C (-1.891063, -0.300762, -1.957548)
N (2.590507, 0.283575, -2.416981)
C (1.625417, 1.169234, -3.050004)
C (3.019072, -0.856828, -3.216368)
H (5.015445, -1.371521, 0.473806)
H (3.559856, -0.578270, 1.104042)
H (5.126334, 0.268893, 1.119661)
H (6.150985, 0.654325, -1.191768)
H (5.086923, 0.620440, -2.597595)
H (5.698905, -0.898400, -1.907021)
H (2.647010, 3.037024, 0.155259)
H (3.701284, 1.861644, 0.910933)
H (2.161025, 3.011694, 2.505492)
H (2.035969, 1.242030, 2.524045)
H (-0.797705, 2.652889, 3.331983)
H (0.161526, 1.179788, 3.464146)
H (-2.245533, 1.542103, 1.638432)
H (-2.189820, 0.643810, 3.167483)
H (0.975474, -1.854571, 2.372178)
H (1.003729, -1.881189, -0.034426)
H (0.842565, -3.629968, 2.310933)
H (-2.569614, -3.578403, 1.065754)
H (-1.580897, -4.532653, 2.185652)
H (-1.042927, -4.270076, 0.520381)
H (-2.060312, -3.074267, 3.808364)
H (-3.744158, -3.263529, 3.271386)
H (-3.318981, -2.023998, 4.458066)
H (-3.714503, -0.166381, 1.280955)
H (-4.206471, -0.106424, 2.988581)
H (-4.746829, -1.434829, 1.959983)
H (0.655112, 4.258010, 1.245045)
H (-1.012730, 3.716207, 1.452766)
H (0.783164, 3.225296, -0.951458)
H (-0.655876, 4.229919, -0.890095)
H (-2.547380, 2.695840, -4.057930)
H (-2.410943, 4.439387, -3.797279)
H (-3.976090, 3.649223, -3.598444)
H (-2.828292, 4.053761, -0.104162)
H (-4.163830, 4.370291, -1.215055)
H (-2.673085, 5.304690, -1.361578)
H (-4.438382, 1.851022, -2.373433)
H (-4.437522, 0.225001, -1.694559)
H (-4.086711, 0.461116, -3.413238)
H (-0.814377, -0.183177, -1.824253)
H (-2.062326, -0.887357, -2.860531)
H (-2.298352, -0.854248, -1.104730)
H (1.712747, 2.172862, -2.639790)
H (0.595188, 0.824426, -2.920731)
H (1.844592, 1.212918, -4.115480)
H (3.409266, -1.634270, -2.568877)
H (3.768151, -0.577406, -3.961015)
H (2.149418, -1.258866, -3.736359)
C (1.342598, -5.815728, 1.039658)
C (2.426596, -4.850823, 0.526924)
C (1.989321, -3.577852, -0.111938)
N (1.224241, -2.729254, 0.477460)
H (1.822201, -6.755903, 1.305447)
H (0.614043, -6.020559, 0.254941)
H (0.814438, -5.455466, 1.921168)
H (3.020145, -5.391406, -0.209321)
H (3.108575, -4.587579, 1.348003)

Atomic forces in eV per Å
Co -0.2 0.0 0.2
C 0.0 0.0 0.1
N -0.2 0.0 0.0
C 0.2 0.0 -0.1
C 0.2 -0.1 -0.3
N -0.6 -0.2 0.5
C 0.1 0.1 0.0
C 0.1 0.0 -0.1
N 0.1 -0.1 -0.1
C -0.3 -0.1 0.1
C 0.3 0.2 0.2
N 0.5 -0.1 -0.5
C 0.1 -0.7 0.3
N -0.1 0.6 -0.4
C 0.3 0.2 0.1
C -0.1 -0.1 -0.1
N -0.3 0.1 0.0
C -0.1 0.0 0.1
C 0.0 0.0 0.0
C 0.0 0.0 -0.3
C 0.0 0.0 -0.1
N 0.1 -0.2 0.4
C 0.0 -0.1 -0.3
N -0.1 0.0 0.1
C 0.0 0.0 0.0
C 0.0 0.0 0.0
N 0.1 0.0 0.1
C -0.1 0.0 -0.1
C 0.0 0.1 0.1
N -0.2 0.1 0.1
C 0.0 0.1 0.1
C 0.1 -0.1 0.0
H -0.1 0.0 0.0
H 0.0 0.0 0.0
H 0.0 0.0 0.0
H 0.0 0.0 0.0
H 0.0 0.0 0.0
H 0.0 0.0 0.0
H 0.1 0.0 0.0
H 0.0 0.1 0.0
H 0.0 -0.1 0.1
H 0.0 0.0 0.0
H 0.1 0.0 0.0
H 0.0 0.0 0.0
H 0.0 0.0 0.0
H 0.0 0.0 -0.1
H 0.0 0.0 0.0
H 0.0 0.0 -0.2
H 0.0 0.2 0.1
H 0.0 0.0 0.0
H 0.0 0.0 0.0
H 0.0 0.1 0.0
H 0.0 0.1 0.0
H 0.0 0.0 0.0
H 0.0 0.0 0.0
H 0.0 0.0 0.0
H 0.0 0.0 0.0
H 0.0 0.0 0.0
H 0.0 0.0 0.1
H 0.0 0.0 0.0
H 0.0 0.1 0.0
H 0.0 0.0 0.0
H 0.0 0.0 0.0
H 0.0 0.0 0.0
H 0.0 -0.1 0.0
H 0.0 0.0 0.0
H 0.0 0.0 0.0
H 0.0 0.0 0.0
H 0.0 0.0 0.0
H 0.0 0.0 0.0
H 0.0 0.0 0.0
H 0.0 -0.1 -0.1
H 0.0 0.0 0.0
H 0.0 0.0 0.0
H 0.0 0.0 0.0
H 0.1 0.0 -0.1
H 0.0 0.0 0.0
H 0.0 -0.1 0.0
H -0.1 0.0 0.0
H 0.0 0.0 0.0
C 0.2 0.0 -0.1
C -0.3 -0.1 0.4
C 0.8 -0.1 -1.3
N -0.8 0.5 0.9
H -0.1 -0.1 0.0
H 0.0 0.0 0.0
H 0.0 -0.1 0.0
H 0.1 0.1 0.1
H 0.0 0.0 0.0

ORCA calculation (ωB97M-V/def2-TZVPD) on a structure of composition C24H54BBr2CoF4N6O9.

Computed properties:
Highest occupied orbital energy (alpha / beta)   -10.10 / -10.10 eV
LUMO (alpha / beta)   -2.4 / -3.0 eV
E_tot   -242388.721 eV
Charge   +1
Relative energy (zero: lowest compared OMol25 entry of this formula, charge and spin)   0.00 kcal per mole
Strongest force on any atom   5.1 eV Å⁻¹
2S+1   4

Positions of all 101 atoms, in Å:
Co (2.782611, -0.466466, -0.146178)
B (-0.524729, -0.048886, -0.631578)
F (-1.059549, 1.207484, -0.867118)
F (-0.910489, -0.987196, -1.613358)
F (0.848591, 0.080744, -0.488788)
F (-0.904749, -0.615186, 0.601112)
C (-0.569919, 3.653564, 1.116622)
C (-2.127309, 3.652884, 1.204712)
O (-2.419519, 4.392734, 2.369312)
C (-3.546879, 5.038894, 2.637242)
O (-4.552429, 4.945734, 1.917142)
O (-3.367289, 5.590234, 3.783212)
C (-4.497659, 6.388074, 4.256592)
H (-0.189409, 3.586984, 2.135882)
H (-0.263949, 4.675574, 0.893092)
H (-0.106469, 2.846464, 0.549242)
H (-2.259949, 2.598044, 1.445172)
H (-2.577689, 3.980614, 0.267772)
H (-4.374309, 6.858174, 5.232232)
H (-5.398319, 5.808654, 4.459542)
H (-4.840409, 7.233844, 3.660532)
C (2.867551, 1.447964, 2.417702)
O (2.690531, 1.006244, 1.271162)
N (2.054231, 1.333334, 3.519752)
C (2.277481, 1.987604, 4.819612)
C (0.835541, 0.585654, 3.447342)
H (3.739411, 1.977294, 2.832262)
H (2.299641, 1.162464, 5.531472)
H (1.494461, 2.681764, 5.124802)
H (3.318691, 2.292924, 4.923262)
H (0.537881, 0.441544, 2.408722)
H (0.995991, -0.345136, 3.991392)
H (-0.063059, 1.057454, 3.844852)
C (2.541701, -2.978746, 1.700372)
O (2.198661, -2.129596, 0.891942)
N (3.126961, -4.174206, 1.447122)
C (3.275721, -5.202206, 2.486452)
C (3.130681, -4.620046, -0.001248)
H (2.405801, -2.815296, 2.780652)
H (3.414561, -4.655076, 3.418902)
H (4.131741, -5.841606, 2.270832)
H (2.415271, -5.796756, 2.793452)
H (2.623651, -5.544496, -0.277678)
H (2.636791, -3.980656, -0.732928)
H (4.165961, -4.800226, -0.290758)
C (4.018751, 1.607114, -2.405268)
O (3.622561, 1.054994, -1.377798)
N (3.274001, 2.285084, -3.207188)
C (3.630801, 2.856794, -4.427258)
C (1.910701, 2.664924, -2.882418)
H (5.023341, 1.846154, -2.787188)
H (3.345351, 3.906774, -4.362748)
H (2.946261, 2.562354, -5.222758)
H (4.662921, 2.736934, -4.756588)
H (2.036041, 3.669764, -2.479068)
H (1.192361, 2.833344, -3.684748)
H (1.347641, 2.206864, -2.069248)
C (-0.779249, -3.732126, 2.324222)
O (-0.163409, -3.866476, 3.342852)
N (-0.952139, -4.582256, 1.317712)
C (-1.596829, -4.254516, 0.055062)
C (-0.142269, -5.876816, 1.204902)
H (-1.477979, -2.884366, 2.251552)
H (-1.912839, -3.217606, -0.059258)
H (-2.396279, -4.917046, -0.276668)
H (-0.951289, -4.291896, -0.822428)
H (0.722801, -5.581846, 0.610982)
H (0.177021, -6.275676, 2.167742)
H (-0.589769, -6.718056, 0.675612)
C (1.975911, -1.619976, -3.055538)
O (2.385661, -1.425016, -1.929378)
N (2.517551, -2.277086, -4.031988)
C (1.766711, -2.503666, -5.320128)
C (3.928611, -2.681546, -4.044748)
H (1.133241, -1.041966, -3.465428)
H (1.480001, -3.553926, -5.373428)
H (2.379351, -2.190486, -6.165518)
H (0.799351, -2.003606, -5.367618)
H (4.555751, -1.999336, -3.470828)
H (4.088771, -3.656616, -3.584648)
H (4.380181, -2.619236, -5.034848)
C (-6.228009, 0.959774, 1.153072)
O (-6.977619, 0.758144, 2.110312)
N (-4.846409, 0.735884, 1.183372)
C (-4.157909, 0.123894, 2.390472)
C (-3.887829, 1.065224, 0.149452)
H (-6.608069, 1.447104, 0.241882)
H (-4.780849, -0.272976, 3.192062)
H (-3.667499, 0.961204, 2.886972)
H (-3.453389, -0.696346, 2.252812)
H (-3.717959, 2.076274, -0.220728)
H (-2.890789, 0.807174, 0.506412)
H (-3.985279, 0.429254, -0.730408)
Br (-1.845689, -0.403256, -5.141128)
C (-2.062319, 1.091454, -3.827158)
C (-3.374119, 1.809914, -3.869268)
Br (-3.169599, 3.523204, -2.757038)
H (-1.227829, 1.692894, -4.187718)
H (-1.872779, 0.742484, -2.812078)
H (-4.088899, 1.184764, -3.334128)
H (-3.752789, 1.992774, -4.874888)

Atomic forces in eV per Å
Co -1.0 0.6 -0.7
B -1.8 -1.5 0.8
F 0.1 0.0 -0.1
F 0.6 0.6 -0.2
F 1.7 0.6 -0.6
F -0.5 0.4 0.3
C -0.4 1.3 0.9
C 2.1 -1.5 0.1
O 1.1 0.6 0.3
C -2.2 -2.6 -3.8
O 1.8 1.0 1.8
O -1.4 2.6 2.3
C -1.3 0.3 0.8
H -0.2 -0.5 0.3
H 0.4 -0.1 -0.8
H -0.3 0.4 -0.4
H -1.2 0.1 -0.3
H -0.4 0.1 0.4
H 1.4 -0.4 0.0
H 0.2 -0.7 -0.6
H 0.7 -0.4 -0.9
C -0.8 0.2 3.1
O 0.3 0.0 1.0
N 0.0 0.9 -1.9
C 1.1 -1.7 0.0
C -1.0 -0.7 -0.6
H 0.5 0.1 -1.2
H -0.5 -0.1 0.3
H 0.3 0.2 -0.4
H -0.2 0.9 -0.4
H 0.4 -0.5 -0.1
H -0.3 -0.3 -0.2
H 0.4 0.5 0.5
C 0.9 -1.7 1.9
O 0.3 0.8 -1.1
N -2.1 -0.1 -2.4
C 0.2 0.8 1.0
C 0.7 -0.3 0.0
H 0.0 0.1 -0.1
H 0.7 0.0 0.0
H -0.1 0.2 0.0
H -0.4 -0.1 -1.1
H -0.1 -0.5 1.2
H 0.3 1.0 0.7
H 0.1 0.3 -0.1
C 1.0 0.6 0.0
O 0.6 -0.7 0.6
N -3.6 -0.7 -0.1
C 0.2 1.7 -2.0
C -1.2 1.6 1.5
H 0.8 -1.4 0.9
H 0.7 0.4 0.0
H 0.2 -0.8 -0.1
H -0.1 -0.1 0.3
H -0.1 0.4 0.0
H 0.6 -0.6 -0.6
H 0.7 -1.0 -0.1
C -2.5 1.1 -0.2
O 1.9 -0.7 1.1
N 0.7 -3.2 -1.9
C -0.1 0.8 -1.0
C 0.2 1.5 0.3
H 0.2 0.3 -0.5
H -0.3 0.1 0.9
H -0.3 -0.1 0.8
H 1.0 -0.3 0.3
H 0.2 -0.3 0.1
H -0.1 0.5 0.1
H -0.8 0.5 0.0
C -1.8 2.2 -1.1
O 1.6 -0.7 1.3
N 1.2 -1.2 -2.6
C 0.1 -0.2 0.9
C 0.4 0.0 0.7
H -0.7 -0.3 0.7
H 0.5 -0.1 -0.2
H 0.0 -0.2 0.1
H 0.2 0.5 0.4
H -0.4 0.3 0.4
H -0.1 -0.2 -0.3
H -0.6 -0.4 -0.2
C 0.8 0.1 1.8
O 1.1 -0.1 -1.4
N -0.4 -0.9 1.2
C -1.0 1.1 0.5
C 0.8 -0.7 -0.8
H 0.4 -0.2 -0.2
H -0.9 0.3 -0.6
H 0.5 -0.1 0.0
H 0.1 0.3 -1.1
H -1.0 0.3 0.4
H -0.3 -0.2 0.2
H -0.3 -0.1 -0.2
Br -0.6 0.3 0.6
C 1.2 0.3 -0.3
C -0.3 -0.2 0.5
Br -0.2 -1.3 -1.1
H -0.2 0.3 0.4
H 0.1 -0.3 -0.5
H -0.2 0.4 0.0
H 0.2 0.6 0.2